{
  "formula": "C6H11OP",
  "method": "ωB97M-V/def2-TZVPD",
  "relative_energy_ev": 1.5497,
  "charge": 0,
  "homo_lumo_gap_ev": 10.1,
  "smiles": "C=CP1(=O)CCCC1",
  "homo_energy_ev": -9.270,
  "spin_multiplicity": 1,
  "species": ["C", "C", "C", "C", "C", "C", "O", "P", "H", "H", "H", "H", "H", "H", "H", "H", "H", "H", "H"],
  "coordinates": [[-3.322, -0.381, -0.269], [-2.097, -0.866, -0.109], [1.828, 0.170, 0.691], [1.688, 0.846, -0.670], [0.368, 0.078, 1.336], [0.367, 0.416, -1.260], [-1.617, 1.950, 0.444], [-0.877, 0.498, 0.075], [-4.092, -1.062, -0.470], [-3.705, 0.571, -0.071], [-1.748, -1.903, -0.208], [2.191, -0.841, 0.672], [2.483, 0.719, 1.477], [1.589, 1.920, -0.673], [2.526, 0.625, -1.401], [0.361, -0.979, 1.835], [0.009, 0.881, 2.057], [0.183, 0.921, -2.190], [0.295, -0.647, -1.600]],
  "atomic_forces_ev_per_a": [[0.2, -2.0, 0.4], [1.0, 1.9, -0.4], [-0.5, 2.0, 2.5], [1.0, -0.7, -1.1], [0.2, -1.0, 1.3], [-0.9, -1.4, -1.0], [2.9, -5.5, -1.6], [-2.2, 4.1, 1.5], [-1.1, -1.2, -0.4], [0.5, 1.7, 0.0], [-0.5, 0.5, -0.1], [0.3, -0.4, -0.5], [-0.8, -0.7, -1.6], [0.4, 0.5, 0.7], [-0.8, 0.1, 1.0], [-0.8, 2.0, -0.8], [1.3, -1.0, -0.3], [-0.5, 0.7, -0.2], [0.5, 0.3, 0.6]],
  "mulliken_charge": [-0.7193, -0.2910, -0.6155, -0.5682, -0.5693, -0.7890, -0.7629, 0.7530, 0.2692, 0.3296, 0.3458, 0.3177, 0.2442, 0.3037, 0.3197, 0.3108, 0.3515, 0.4601, 0.3099]
}